Entry 1:
Below is C33H46OP2SiTi as an isolated structure at a distorted geometry, with properties calculated with the ωB97M-V functional and the def2-TZVPD basis.

total charge	+2
orbital gap (spin up / spin down)	4.524 / 4.503	eV
LUMO (spin up / spin down)	-8.25 / -8.27	eV
M	596.6	g/mol
total energy	-86562.94345	eV

Positions of all 84 atoms, in Å:
P -0.434 -2.630 -1.577
P -0.915 4.143 -0.985
C -1.084 -1.046 -2.179
C -0.085 2.617 -1.465
H -1.655 -0.536 -1.373
H -1.679 -1.252 -3.146
H 1.024 2.628 -1.452
H -0.459 2.476 -2.525
C -2.507 3.747 -1.925
H -3.318 4.105 -1.268
H -2.662 2.672 -2.125
H -2.548 4.289 -2.882
C -0.039 5.308 -2.216
H -0.813 5.813 -2.803
H 0.669 4.756 -2.865
H 0.468 6.055 -1.547
C -1.696 -3.640 -2.350
H -2.072 -4.369 -1.622
H -1.314 -4.126 -3.253
H -2.452 -2.911 -2.685
C 1.145 -3.215 -2.286
H 1.908 -2.411 -2.343
H 1.020 -3.610 -3.305
H 1.543 -4.114 -1.728
Ti 0.474 0.241 -2.896
C 1.029 1.590 -4.264
C -0.457 1.422 -4.323
C -1.118 0.643 -5.420
C -0.990 -0.898 -5.569
C 0.092 -1.502 -4.685
C 1.386 -0.986 -4.573
C 1.979 -0.160 -5.764
C 1.865 1.344 -5.524
C -0.217 -2.760 0.189
H 1.418 2.402 -3.654
H -1.004 2.357 -4.195
H -0.707 1.125 -6.305
H -2.192 0.899 -5.416
H -1.949 -1.355 -5.263
H -0.928 -1.117 -6.665
H -0.129 -2.581 -4.501
H 2.146 -1.707 -4.202
H 1.502 -0.396 -6.724
H 3.024 -0.486 -5.955
H 2.888 1.698 -5.363
H 1.466 1.851 -6.424
H 0.432 -1.924 0.476
H 0.097 -3.788 0.491
H -1.166 -2.412 0.623
O 0.350 0.672 -0.005
Si 0.178 0.880 1.566
C 0.528 2.652 2.095
C 1.786 3.203 1.885
C 2.158 4.361 2.597
C 1.246 4.955 3.478
C -0.045 4.473 3.579
C -0.433 3.352 2.824
C -1.561 0.621 2.190
C -1.711 0.713 3.576
C -2.972 0.683 4.173
C -4.091 0.543 3.345
C -3.948 0.419 1.961
C -2.677 0.469 1.363
C 1.169 -0.156 2.777
C 2.454 0.258 3.120
C 3.064 -0.310 4.252
C 2.394 -1.306 4.972
C 1.152 -1.768 4.568
C 0.535 -1.214 3.458
H 2.487 2.711 1.205
H 3.154 4.751 2.468
H 1.560 5.833 4.068
H -0.771 4.919 4.261
H -1.464 3.011 2.880
H -0.838 0.835 4.220
H -3.060 0.773 5.261
H -5.090 0.534 3.801
H -4.832 0.302 1.328
H -2.555 0.395 0.285
H 2.945 1.037 2.541
H 4.027 0.072 4.559
H 2.867 -1.707 5.876
H 0.603 -2.531 5.150
H -0.465 -1.546 3.160

Atom charges from the Mulliken analysis, given in e for atoms 1 to 6: number 1, P, carries 1.339; number 2, P, carries 0.399; number 3, C, carries -0.674; number 4, C, carries -0.471; number 5, H, carries -0.064; number 6, H, carries 0.422

---

Entry 2:
Below is a 5-piece molecular cluster, C33H47BrFINO15P overall at a distorted geometry, with properties calculated with the ωB97M-V functional and the def2-TZVPD basis.

orbital gap	8.174	eV
LUMO	0.15	eV
M	954.5	g/mol
total energy	-157318.06031	eV

Positions of all 100 atoms, in Å:
C -0.598 0.288 3.194
C -2.117 0.676 2.646
C -2.098 1.691 1.338
Br -0.572 2.980 1.684
C -1.990 0.915 -0.110
C -1.334 1.685 -1.391
C 0.292 1.675 -1.494
C 1.357 0.857 -0.563
C 3.021 0.948 -0.712
C 3.678 1.910 -1.864
C 2.621 2.759 -2.834
C 3.358 3.754 -3.953
C 0.961 2.656 -2.673
O -1.544 -0.482 0.210
C -2.555 -1.584 0.080
O -2.659 -2.702 0.811
C -3.493 -0.997 -1.147
C -2.529 -1.338 -2.461
C -2.409 -2.948 -2.781
C -0.991 -3.140 -3.645
O 0.213 -2.950 -2.774
P -5.107 -1.894 -1.625
N -6.450 -1.331 -0.921
C -3.549 0.567 -0.607
F -4.490 0.412 0.566
C -4.355 1.663 -1.515
C -4.746 3.061 -0.723
C -6.234 3.506 -1.344
I -6.763 5.593 -0.960
H -0.675 -0.764 3.724
H 0.197 0.177 2.342
H -0.248 1.075 3.991
H -2.815 -0.256 2.517
H -2.602 1.319 3.529
H -3.083 2.357 1.448
H -1.748 1.336 -2.447
H -1.663 2.829 -1.302
H 0.972 0.177 0.307
H 3.732 0.328 0.019
H 4.854 1.996 -1.941
H 4.497 3.486 -4.065
H 2.763 3.785 -4.960
H 3.335 4.835 -3.447
H 0.301 3.293 -3.413
H -1.437 -0.930 -2.359
H -3.107 -0.866 -3.390
H -3.332 -3.407 -3.336
H -2.253 -3.617 -1.806
H -1.014 -2.319 -4.483
H -0.940 -4.226 -4.137
H 0.419 -3.792 -2.271
H -4.884 -3.316 -1.347
H -5.315 -1.734 -3.071
H -6.910 -2.090 -0.358
H -3.852 1.892 -2.569
H -5.402 1.159 -1.791
H -4.920 2.931 0.427
H -3.991 3.938 -0.895
H -6.308 3.199 -2.487
H -7.036 2.817 -0.790
C 2.515 -4.540 -5.756
C 2.784 -3.413 -4.813
O 4.167 -3.539 -4.541
C 4.718 -4.213 -5.592
O 5.917 -4.349 -5.770
O 3.754 -4.713 -6.419
H 1.722 -4.305 -6.472
H 2.260 -5.469 -5.236
H 2.601 -2.434 -5.269
H 2.198 -3.491 -3.893
C 1.079 0.964 7.024
C 0.627 0.129 8.177
O -0.777 0.308 8.178
C -1.132 0.667 6.909
O -2.282 0.736 6.509
O -0.032 0.937 6.147
H 1.968 0.553 6.536
H 1.278 2.002 7.311
H 0.848 -0.934 8.037
H 1.060 0.459 9.125
C -2.285 -4.187 8.590
C -2.016 -3.059 9.533
O -0.633 -3.185 9.805
C -0.082 -3.859 8.754
O 1.117 -3.996 8.576
O -1.046 -4.359 7.928
H -3.078 -3.951 7.875
H -2.540 -5.116 9.111
H -2.199 -2.080 9.077
H -2.602 -3.138 10.453
C 8.618 3.252 -3.814
C 9.216 3.807 -5.067
O 8.084 4.160 -5.839
C 7.053 4.352 -4.966
O 5.972 4.830 -5.270
O 7.388 3.943 -3.707
H 9.244 3.436 -2.937
H 8.416 2.178 -3.888
H 9.813 4.706 -4.882
H 9.832 3.073 -5.594

Atom charges from the Mulliken analysis, given in e for atoms 1 to 6: number 1, C, carries -0.687; number 2, C, carries -0.472; number 3, C, carries -0.119; number 4, Br, carries -0.131; number 5, C, carries 0.928; number 6, C, carries -0.836

---

Entry 3:
Below is C33H47CeCl2N2PSe as an isolated structure at a distorted geometry, with properties calculated with the ωB97M-V functional and the def2-TZVPD basis.

orbital gap (spin up / spin down)	5.799 / 5.789	eV
LUMO (spin up / spin down)	-0.33 / -0.33	eV
M	792.7	g/mol
total energy	-150574.89378	eV

Positions of all 87 atoms, in Å:
P -0.395 2.034 -0.323
C -1.931 2.524 0.689
C -2.514 3.940 0.559
C -3.611 4.180 1.603
C -4.687 3.085 1.632
C -4.109 1.667 1.622
C -3.046 1.481 0.533
C -1.029 1.994 -2.094
C -1.999 3.107 -2.490
C -2.241 3.078 -4.000
C -2.704 1.704 -4.502
C -1.865 0.539 -3.959
C -1.627 0.622 -2.446
C 0.485 3.680 -0.340
C 0.918 4.080 1.083
C 1.636 5.438 1.105
C 2.800 5.523 0.109
C 2.411 5.041 -1.294
C 1.679 3.688 -1.308
H -1.503 2.418 1.703
H -2.954 4.078 -0.436
H -1.739 4.714 0.659
H -4.078 5.153 1.411
H -3.138 4.238 2.592
H -5.311 3.220 2.523
H -5.343 3.208 0.760
H -3.649 1.451 2.596
H -4.911 0.936 1.472
H -2.631 0.468 0.599
H -3.521 1.588 -0.454
H -0.101 2.124 -2.678
H -1.303 3.347 -4.501
H -1.624 4.099 -2.195
H -2.959 2.955 -1.977
H -2.980 3.845 -4.261
H -2.671 1.696 -5.598
H -3.752 1.555 -4.212
H -2.347 -0.414 -4.203
H -0.885 0.544 -4.456
H -0.950 -0.185 -2.132
H -2.576 0.482 -1.908
H -0.244 4.427 -0.708
H 0.054 4.125 1.762
H 1.590 3.310 1.492
H 0.911 6.228 0.869
H 1.997 5.642 2.120
H 3.624 4.900 0.481
H 3.166 6.557 0.055
H 3.303 4.978 -1.928
H 1.757 5.793 -1.752
H 1.344 3.483 -2.334
H 2.379 2.879 -1.051
Ce 1.228 -0.728 0.506
Cl 1.844 -0.264 -1.975
Cl -0.570 -0.188 2.328
C 0.589 -2.833 0.225
H 1.475 -3.457 0.477
C -0.562 -3.577 -0.216
C -0.539 -4.903 -0.757
C -1.673 -5.432 -1.364
C -2.875 -4.701 -1.402
C -2.949 -3.443 -0.775
C -1.831 -2.920 -0.150
H 0.381 -5.490 -0.703
H -1.635 -6.427 -1.819
H -3.883 -2.876 -0.777
H -1.881 -1.981 0.411
H -3.753 -5.113 -1.897
C 4.289 -4.811 0.035
N 4.091 -4.705 1.466
C 3.815 -3.549 2.150
Se 3.683 -1.837 1.443
N 3.800 -3.926 3.475
C 4.071 -5.292 3.621
C 4.112 -6.131 4.730
C 4.330 -7.497 4.495
C 4.479 -7.998 3.185
C 4.429 -7.141 2.074
C 4.239 -5.787 2.342
H 5.135 -5.473 -0.161
H 4.494 -3.816 -0.369
H 3.400 -5.223 -0.456
H 3.648 -3.277 4.239
H 3.979 -5.711 5.725
H 4.385 -8.204 5.326
H 4.626 -9.066 3.039
H 4.504 -7.471 1.039

Atom charges from the Mulliken analysis, given in e for atoms 1 to 6: number 1, P, carries 0.995; number 2, C, carries -0.038; number 3, C, carries -0.270; number 4, C, carries -0.993; number 5, C, carries -0.667; number 6, C, carries -0.857